Here is a 2-piece molecular cluster, C12H17N overall at a distorted geometry from OMol25. Energies are from ωB97M-V with the def2-TZVPD basis set.

Its SMILES is Cc1c[nH]c2ccccc12.CCC. The calculation puts the energy above the lowest of the compared OMol25 structures with the same formula, charge and spin at 135.6 kJ/mol. The calculation puts the gap between HOMO and LUMO at 0.318 Ha. The total charge is 0.

```
30
Properties=species:S:1:pos:R:3:nbo_charge:R:1
C -1.35643 -1.91326 -2.87890 -0.650
C -0.65091 -1.09258 -1.89367 -0.090
C -0.59387 0.27395 -1.86105 -0.025
N 0.12804 0.70109 -0.75381 -0.543
C 0.45596 -0.38274 0.01964 0.141
C 1.12244 -0.56338 1.26691 -0.245
C 1.24553 -1.88916 1.74039 -0.211
C 0.93638 -2.99991 0.97314 -0.246
C 0.19454 -2.80972 -0.19215 -0.181
C 0.03361 -1.52760 -0.70430 -0.094
H -0.90310 -1.93216 -3.89461 0.219
H -2.38744 -1.68816 -3.15463 0.225
H -1.33894 -3.02048 -2.74756 0.223
H -0.89731 0.89505 -2.69133 0.210
H 0.04186 1.61433 -0.32319 0.420
H 1.43045 0.27078 1.86737 0.208
H 1.68428 -1.91840 2.72729 0.209
H 1.03383 -3.99864 1.40271 0.213
H -0.15828 -3.69600 -0.70153 0.210
C -0.80464 2.33460 2.07368 -0.620
C -0.01378 3.62507 1.69795 -0.428
C -0.03101 3.99784 0.21562 -0.650
H -1.66985 2.50143 2.71281 0.218
H -0.12776 1.63402 2.61918 0.208
H -1.23107 1.74049 1.25824 0.207
H -0.34071 4.51770 2.21627 0.214
H 0.93269 3.29754 2.09441 0.211
H 0.83626 3.68369 -0.42580 0.212
H -0.92031 3.60414 -0.27000 0.203
H 0.02910 5.03063 -0.16894 0.229
```

---

Here is a 2-piece molecular cluster, C12H17N overall at a distorted geometry from OMol25. Energies are from ωB97M-V with the def2-TZVPD basis set.

Its SMILES is Cc1c[nH]c2ccccc12.CCC. The calculation puts the energy above the lowest of the compared OMol25 structures with the same formula, charge and spin at 71.8 kJ/mol. The calculation puts the gap between HOMO and LUMO at 0.326 Ha. The total charge is 0.

```
30
Properties=species:S:1:pos:R:3:nbo_charge:R:1
C -2.78563 -0.46883 -1.97327 -0.635
C -2.02414 -0.04294 -0.75153 -0.075
C -1.95586 1.22226 -0.25625 -0.035
N -1.34585 1.22590 0.98011 -0.538
C -0.86389 -0.04838 1.21478 0.148
C -0.02194 -0.54678 2.21404 -0.246
C 0.23920 -1.89886 2.26654 -0.219
C -0.23489 -2.72388 1.23501 -0.233
C -1.09087 -2.26118 0.25305 -0.192
C -1.40050 -0.89880 0.22551 -0.098
H -2.57626 -1.52551 -2.15659 0.217
H -2.32269 -0.02383 -2.86486 0.220
H -3.84353 -0.23623 -1.95041 0.222
H -2.41434 2.09981 -0.68551 0.213
H -0.82041 1.92128 1.49160 0.409
H 0.11983 0.17961 3.00643 0.207
H 0.75049 -2.31075 3.12008 0.217
H -0.01114 -3.78189 1.27302 0.210
H -1.49176 -2.96803 -0.45657 0.213
C 2.34123 -0.06653 -0.28524 -0.617
C 2.73931 1.41356 -0.29996 -0.404
C 1.72357 2.30468 -1.01235 -0.613
H 1.72240 -0.27922 -1.16965 0.199
H 3.19568 -0.73897 -0.35067 0.207
H 1.70035 -0.35628 0.54970 0.221
H 3.69418 1.56138 -0.80085 0.199
H 2.78483 1.70715 0.75328 0.192
H 0.68648 1.97136 -0.83481 0.200
H 1.82767 2.23846 -2.09983 0.206
H 1.67848 3.33145 -0.63482 0.205
```

---

Here is a 2-piece molecular cluster, C12H17N overall at a distorted geometry from OMol25. Energies are from ωB97M-V with the def2-TZVPD basis set.

Its SMILES is Cc1c[nH]c2ccccc12.CCC. The calculation puts the energy above the lowest of the compared OMol25 structures with the same formula, charge and spin at 43.9 kJ/mol. The calculation puts the gap between HOMO and LUMO at 0.320 Ha. The total charge is 0.

```
30
Properties=species:S:1:pos:R:3:nbo_charge:R:1
C -0.25619 -2.50616 3.98257 -0.626
C -0.12556 -1.40568 2.96881 -0.110
C 0.39896 -0.17135 3.16959 -0.031
N 0.48707 0.49787 1.95810 -0.532
C 0.01668 -0.32644 0.97028 0.122
C -0.22727 -0.06485 -0.38011 -0.234
C -0.81042 -1.06750 -1.12718 -0.218
C -1.16870 -2.29184 -0.55402 -0.237
C -1.01024 -2.53926 0.79398 -0.216
C -0.40632 -1.52927 1.56034 -0.028
H -1.06830 -2.38830 4.69634 0.216
H 0.64689 -2.62067 4.58562 0.218
H -0.45353 -3.43715 3.45857 0.214
H 0.71938 0.32171 4.07546 0.210
H 1.07992 1.28596 1.76821 0.408
H -0.05469 0.91950 -0.79342 0.207
H -0.97401 -0.88546 -2.18252 0.214
H -1.55060 -3.08671 -1.18433 0.211
H -1.34277 -3.42129 1.32798 0.212
C 0.34014 4.28350 -3.81230 -0.606
C 1.41216 3.17608 -3.79780 -0.390
C 0.78711 1.80260 -3.55886 -0.607
H 0.73245 5.28018 -3.62122 0.207
H -0.14187 4.27882 -4.78648 0.202
H -0.40401 4.10060 -3.03977 0.197
H 1.89522 3.23897 -4.77378 0.192
H 2.16326 3.37198 -3.03160 0.193
H -0.12535 1.65571 -4.13248 0.207
H 1.57271 1.06612 -3.71462 0.212
H 0.60566 1.71144 -2.49037 0.194
```

---

Here is a 2-piece molecular cluster, C12H17N overall at a distorted geometry from OMol25. Energies are from ωB97M-V with the def2-TZVPD basis set.

Its SMILES is Cc1c[nH]c2ccccc12.CCC. The calculation puts the energy above the lowest of the compared OMol25 structures with the same formula, charge and spin at 31.8 kJ/mol. The calculation puts the gap between HOMO and LUMO at 0.325 Ha. The total charge is 0.

```
30
Properties=species:S:1:pos:R:3:nbo_charge:R:1
C 3.13336 0.85764 0.21885 -0.624
C 1.76993 0.74158 -0.42785 -0.104
C 1.34336 -0.24285 -1.25849 -0.033
N 0.04809 0.01962 -1.66819 -0.533
C -0.37640 1.18082 -1.07143 0.119
C -1.60068 1.83896 -1.17613 -0.233
C -1.74993 3.00982 -0.45281 -0.215
C -0.70631 3.52780 0.32337 -0.241
C 0.50190 2.86148 0.42587 -0.212
C 0.68730 1.67512 -0.28546 -0.040
H 3.38166 1.90919 0.24198 0.216
H 3.85344 0.33157 -0.40763 0.216
H 3.15645 0.40635 1.21075 0.217
H 1.92480 -1.10207 -1.55093 0.213
H -0.50693 -0.61457 -2.20512 0.412
H -2.42676 1.44345 -1.74772 0.212
H -2.70259 3.52259 -0.47274 0.211
H -0.84917 4.43235 0.90026 0.212
H 1.29892 3.24324 1.05324 0.210
C 0.01955 -3.45770 0.47128 -0.609
C -1.26384 -2.64606 0.16438 -0.395
C -1.64812 -1.82453 1.45224 -0.606
H 0.17212 -4.26968 -0.23568 0.205
H 0.90319 -2.82398 0.51890 0.205
H -0.13596 -3.88330 1.46035 0.197
H -2.08295 -3.31730 -0.08954 0.196
H -1.02482 -1.90092 -0.59173 0.191
H -1.05730 -0.90871 1.45352 0.210
H -1.35702 -2.43586 2.29940 0.196
H -2.70530 -1.57406 1.44707 0.207
```

---

Here is a 2-piece molecular cluster, C12H17N overall at a distorted geometry from OMol25. Energies are from ωB97M-V with the def2-TZVPD basis set.

Its multiplicity is 2. As for the expectation value of S²: 0.770. The calculation puts the energy above the lowest of the compared OMol25 structures with the same formula, charge and spin at 162.5 kJ/mol. The calculation puts the gap between HOMO and LUMO (alpha / beta) at 0.347 / 0.211 Ha. The total charge is +1.

```
30
Properties=species:S:1:pos:R:3:nbo_charge:R:1
C -2.19266 -2.61841 2.53546 -0.671
C -0.77459 0.77100 1.66719 0.161
C -0.77753 -0.63544 1.43715 -0.078
C -1.82116 -1.14828 2.26580 0.103
C -2.51659 -0.10900 2.78630 0.132
C 1.25651 0.83729 0.33537 -0.083
C 0.28033 1.54721 1.08671 -0.195
C 1.20897 -0.54615 0.16845 -0.235
C 0.23606 -1.26063 0.81108 -0.085
N -1.99235 1.13935 2.34614 -0.461
H 2.03733 1.42655 -0.08918 0.243
H 0.26259 2.66680 1.17344 0.252
H 2.01623 -1.04582 -0.35303 0.253
H 0.08803 -2.32618 0.85680 0.233
H -2.03235 2.02265 2.74687 0.435
H -3.23993 -0.15140 3.45668 0.224
H -1.68875 -2.99799 3.41526 0.264
H -1.85616 -3.29975 1.71079 0.249
H -3.25975 -2.81933 2.68508 0.259
C 1.54135 0.65215 -3.91097 -0.421
C 2.41055 -0.51195 -4.16611 -0.625
C 1.99699 1.90224 -4.63616 -0.598
H 0.49495 0.43071 -4.20927 0.204
H 1.44190 0.88686 -2.85907 0.181
H 3.41398 -0.34487 -4.61353 0.220
H 2.81479 2.41213 -4.08452 0.201
H 2.41489 1.64536 -5.59313 0.211
H 2.07643 -1.22147 -4.94245 0.223
H 2.67213 -1.20537 -3.23790 0.194
H 1.20081 2.66559 -4.76741 0.212
```

---

Here is a 2-piece molecular cluster, C12H17N overall at a distorted geometry from OMol25. Energies are from ωB97M-V with the def2-TZVPD basis set.

Its multiplicity is 2. As for the expectation value of S²: 0.776. The calculation puts the energy above the lowest of the compared OMol25 structures with the same formula, charge and spin at 276.4 kJ/mol. The calculation puts the gap between HOMO and LUMO (alpha / beta) at 0.337 / 0.215 Ha. The total charge is +1.

```
30
Properties=species:S:1:pos:R:3:nbo_charge:R:1
C -2.91146 -0.70583 2.00026 -0.421
C -1.94339 0.46156 2.15458 -0.598
C -2.82300 -1.59860 0.81109 -0.612
H -2.97260 -1.09869 2.99786 0.219
H -3.87037 -0.11531 1.82168 0.207
H -2.45412 1.47174 2.49323 0.228
H -2.35252 -1.12645 -0.03845 0.193
H -2.13022 -2.47156 0.78125 0.191
H -1.56590 0.66610 1.21889 0.186
H -1.14120 0.16620 2.84477 0.181
H -3.88403 -1.80456 0.54272 0.239
C 3.19703 2.39314 -1.14331 -0.652
C 1.04378 -0.40876 -0.13900 0.174
C 1.57652 0.50768 -1.12271 -0.167
C 2.61026 1.21643 -0.47727 0.136
C 2.69412 0.77543 0.83551 0.095
C -0.05007 -1.26790 -0.43025 -0.183
C -0.47314 -1.34666 -1.71637 -0.147
C 0.04959 -0.50843 -2.72775 -0.203
C 1.13043 0.43196 -2.44413 -0.072
N 1.70032 -0.18875 1.08293 -0.454
H -0.24933 -2.02327 0.32208 0.245
H -1.25543 -2.12964 -1.89790 0.256
H 1.39191 -0.45669 2.02441 0.458
H -0.34362 -0.52074 -3.78762 0.254
H 3.20201 1.35635 1.58042 0.246
H 1.77432 0.67164 -3.29504 0.243
H 2.74165 2.31596 -2.20178 0.243
H 4.25466 2.17371 -1.54593 0.272
H 3.05379 3.16392 -0.54421 0.244
```

---

Going through the records in order, we get E values of -14208.932, -14209.593, -14209.883, -14210.008, -14201.099, -14199.918 eV.